ORCA calculation (ωB97M-V/def2-TZVPD) on a cluster of 2 separate species, C6H10N4O2S2 in total.

Structure (XYZ):
```
24
Properties=species:S:1:pos:R:3
S 1.36 0.44 -2.40
S -3.29 2.03 -2.41
O -0.15 -2.78 -2.30
O 1.71 -3.17 -1.03
N 1.48 -0.39 0.22
N 1.87 -1.08 2.49
N -0.61 -0.36 -0.86
N -0.07 -1.67 1.55
C 1.07 -0.90 1.40
C -2.50 1.04 -1.33
C -1.06 0.91 -1.34
C 0.79 -2.81 -1.64
C -0.32 1.20 -2.65
C 0.79 -0.45 -1.00
H -1.19 -1.21 -1.35
H 2.37 -0.08 0.14
H -3.01 0.58 -0.46
H -0.80 -1.33 2.12
H 2.45 -0.44 3.05
H -0.53 -2.10 0.71
H 1.34 -1.64 3.14
H -0.87 0.62 -3.48
H -0.77 1.70 -0.64
H -0.38 2.18 -3.08
```

total charge = 0
Kohn-Sham gap = 5.71 eV
energy above the lowest of the compared OMol25 structures with the same formula, charge and spin = 1.134 eV
largest force on an atom = 4.9 eV Å⁻¹

ORCA calculation (ωB97M-V/def2-TZVPD) on an isolated molecule of C4H6N2S2.

Structure (XYZ):
```
14
Properties=species:S:1:pos:R:3
S 1.06 -1.66 -0.14
S 3.69 -0.22 0.12
N -0.45 -0.74 -0.29
N -1.24 1.38 0.15
C 1.17 1.07 -0.24
C -0.26 0.62 -0.13
C -1.70 -1.40 0.19
C 2.05 -0.23 -0.04
H 1.22 1.60 -1.22
H 1.54 1.80 0.51
H -1.66 -1.70 1.26
H -0.94 2.37 0.17
H -2.50 -0.64 0.12
H -1.98 -2.25 -0.45
```

total charge = 0
Kohn-Sham gap = 8.08 eV
energy above the lowest of the compared OMol25 structures with the same formula, charge and spin = 1.428 eV
largest force on an atom = 1.6 eV Å⁻¹
structure (SMILES) = [H]/N=C1\CC(=S)SN1C

ORCA calculation (ωB97M-V/def2-TZVPD) on an isolated molecule of C23H24Br2N2O3.

Structure (XYZ):
```
54
Properties=species:S:1:pos:R:3
Br 0.78 -3.47 3.55
Br 3.03 -1.35 -1.17
O -3.91 3.34 2.08
O 1.10 -1.63 1.15
O -4.19 6.16 -3.48
N -3.15 2.75 -1.25
N -3.69 3.26 -0.14
C -2.04 1.15 2.29
C -3.56 3.00 -2.42
C -2.07 2.08 1.25
C 2.09 -2.56 1.21
C 5.14 -5.61 1.30
C -0.93 0.35 2.48
C 1.37 -0.41 1.84
C -1.55 2.84 -5.68
C 2.13 -3.52 2.22
C -3.33 4.43 -4.91
C -4.69 3.91 -2.85
C -1.15 4.27 -3.67
C -2.81 2.39 -3.56
C -4.09 4.98 -3.73
C 3.11 -4.50 2.25
C -3.28 2.93 1.13
C -2.20 3.48 -4.46
C 0.18 0.48 1.65
C -0.96 2.21 0.42
C 4.07 -3.60 0.25
C 0.15 1.41 0.62
C 4.09 -4.54 1.27
C 3.08 -2.63 0.23
H -5.40 3.32 -3.44
H -0.36 3.61 -3.33
H 3.11 -5.23 3.05
H -1.13 3.60 -6.33
H 4.76 -6.52 0.84
H -5.21 4.37 -2.02
H -2.02 1.75 -3.16
H -1.59 4.76 -2.81
H 5.43 -5.85 2.32
H -3.48 1.77 -4.16
H 2.28 0.06 1.43
H -0.71 5.04 -4.30
H -2.89 1.07 2.94
H -0.91 -0.37 3.28
H 6.03 -5.30 0.75
H -0.75 2.17 -5.38
H -4.51 3.87 -0.17
H 4.81 -3.61 -0.53
H 1.54 -0.61 2.91
H -2.91 5.26 -5.49
H 1.01 1.52 -0.03
H -0.96 2.94 -0.37
H -2.28 2.27 -6.26
H -4.02 3.89 -5.55
```

total charge = 0
Kohn-Sham gap = 9.43 eV
largest force on an atom = 1.3 eV Å⁻¹
structure (SMILES) = Cc1cc(Br)c(OCc2ccc(C(=O)N/N=C3\CC(=O)CC(C)(C)C3)cc2)c(Br)c1

ORCA calculation (ωB97M-V/def2-TZVPD) on a structure of composition C21H31IMoN6O2STe.

Structure (XYZ):
```
64
Properties=species:S:1:pos:R:3
I 1.32 -1.43 -2.37
Te -1.89 2.02 -2.17
Mo -0.45 0.86 -0.18
S -3.67 -0.80 -2.78
O -0.43 3.00 0.15
O 0.73 4.92 -0.03
N 1.48 1.68 -1.13
N 4.45 -4.70 2.11
N -2.08 0.57 1.17
N 1.81 -2.03 1.47
N 0.47 1.01 1.75
N 1.56 3.07 -0.91
C -2.84 0.60 -3.37
C -4.80 -2.03 1.01
C 2.82 -3.03 1.20
C 1.51 1.71 3.62
C -3.89 -4.17 1.61
C -0.44 -0.76 -1.38
C -0.34 5.62 0.67
C 0.14 1.62 3.92
C 1.66 1.34 2.29
C -4.97 -3.38 1.24
C -4.24 -1.20 -4.35
C -3.54 -1.44 1.15
C -0.47 1.19 2.75
C 3.47 -3.59 2.47
C 0.56 3.65 -0.23
C -3.84 -0.29 -5.27
C -3.40 0.03 0.85
C -1.81 0.88 2.40
C -2.47 -2.24 1.53
C -2.64 -3.60 1.75
C -3.04 0.74 -4.71
H -0.37 -1.17 -0.30
H 4.04 -2.84 3.01
H 3.99 -5.46 1.62
H 2.57 1.30 1.71
H -4.17 0.61 1.37
H 2.14 -1.24 2.00
H -4.84 -2.08 -4.50
H 3.59 -2.59 0.55
H -0.34 1.84 4.86
H -3.56 0.20 -0.22
H -5.64 -1.41 0.72
H -1.49 -1.79 1.67
H -1.80 -4.21 2.06
H 1.44 1.48 -2.13
H -5.95 -3.82 1.13
H 4.90 -5.09 2.95
H 2.34 3.60 -1.27
H -1.29 -1.28 -1.82
H 5.20 -4.35 1.50
H 0.01 6.64 0.75
H -0.48 5.18 1.66
H 2.74 -4.04 3.14
H 1.00 -2.41 1.94
H 2.30 1.22 -0.74
H 2.36 -3.84 0.64
H 2.30 2.01 4.30
H -2.63 1.56 -5.29
H -4.09 -0.35 -6.32
H -1.26 5.56 0.09
H -4.03 -5.23 1.79
H -2.60 0.84 3.15
```

spin multiplicity = 3
total charge = +2
Kohn-Sham gap (spin up / spin down) = 6.24 / 6.21 eV
<S²> = 2.0294
energy above the lowest of the compared OMol25 structures with the same formula, charge and spin = 0.000 eV
largest force on an atom = 0.7 eV Å⁻¹

ORCA calculation (ωB97M-V/def2-TZVPD) on a structure of composition C3H4BaO4.

Structure (XYZ):
```
12
Properties=species:S:1:pos:R:3
Ba 4.39 0.53 -1.38
O 1.84 -0.07 -2.13
O 1.81 1.27 -0.41
O -2.66 -0.13 1.14
O 0.00 0.01 -0.88
C -0.38 -0.05 0.53
C 1.17 0.49 -1.20
C -1.55 -0.96 0.69
H -0.53 1.01 0.81
H 0.61 -0.40 1.10
H -1.84 -1.33 -0.31
H -2.87 -0.37 2.04
```

total charge = 0
Kohn-Sham gap (spin up / spin down) = 9.24 / 4.36 eV
energy above the lowest of the compared OMol25 structures with the same formula, charge and spin = 2.479 eV
largest force on an atom = 4.9 eV Å⁻¹

ORCA calculation (ωB97M-V/def2-TZVPD) on a structure of composition C47H69F6N4O23S2Sr.

Structure (XYZ):
```
152
Properties=species:S:1:pos:R:3
Sr -2.51 1.16 -3.17
S 0.29 1.93 -0.88
S 0.52 -0.51 -1.78
F -1.39 -2.32 -1.51
F -1.12 -1.69 -3.55
F 0.33 -2.99 -2.65
F -2.03 1.87 0.43
F -0.44 0.63 1.32
F -0.38 2.75 1.51
O -2.39 -4.88 -5.84
O 3.68 1.67 -2.24
O -3.60 3.26 -2.21
O 0.10 3.28 -1.38
O -4.40 4.97 5.37
O 2.67 4.35 3.11
O 1.04 -0.91 4.99
O -3.97 -1.10 -3.81
O 0.90 -0.91 -0.45
O -8.38 -1.22 -0.71
O -3.89 -0.29 -1.11
O -0.89 0.62 -5.07
O 2.76 2.70 8.17
O 4.03 3.39 1.63
O -8.37 -2.46 -3.08
O -0.02 -2.49 0.22
O -0.66 1.15 6.65
O 1.62 1.66 -0.40
O 1.64 -0.33 -2.68
O 5.21 -3.73 1.53
O 1.04 -6.69 -1.92
O 2.82 2.12 3.02
O 3.73 7.15 -2.71
N -0.53 0.87 -1.83
N -1.70 -7.62 -3.62
N -1.05 3.26 -3.81
N 3.39 0.45 5.40
C -3.33 3.61 7.00
C 2.72 5.08 -3.25
C -1.82 -5.31 -4.64
C 3.62 -2.39 0.26
C 4.72 2.16 1.71
C 2.74 3.68 -3.25
C -2.82 4.41 -2.57
C -0.50 -1.99 -2.41
C -1.47 -4.38 -6.80
C -6.18 -1.68 -3.58
C -7.30 -1.44 -1.22
C 3.10 3.36 2.59
C 3.96 -3.49 1.05
C -2.08 4.31 -3.89
C 2.91 -4.38 1.27
C -7.34 -1.88 -2.76
C -4.56 3.45 -1.21
C -0.50 3.00 -5.15
C 1.60 -4.05 0.99
C 4.86 5.08 -2.21
C 1.29 -2.86 0.35
C 3.78 1.48 6.36
C -0.25 -6.08 -2.20
C -2.42 2.56 7.29
C 2.54 2.23 6.83
C -5.99 -1.05 -0.70
C -3.50 4.01 5.69
C 1.64 3.35 8.74
C 2.31 -1.99 0.00
C 4.74 3.72 -1.95
C -0.79 -0.43 -6.05
C -1.59 2.10 6.28
C -2.79 3.34 4.68
C 0.06 -1.59 4.24
C 3.10 -0.79 6.11
C -1.28 -6.76 -4.73
C -1.76 2.44 4.94
C -1.44 -7.01 -2.29
C -0.75 1.76 0.71
C 3.68 1.22 2.28
C 3.78 5.77 -2.73
C -4.93 -0.91 -1.59
C 2.24 -1.65 5.19
C 1.03 -7.33 -0.66
C 3.69 2.99 -2.51
C 0.16 1.63 -5.24
C -4.99 -1.25 -3.06
H 1.89 3.12 -3.62
H -2.15 4.64 -1.73
H 2.68 -1.99 4.25
H 4.27 1.03 7.23
H -1.20 2.94 -6.00
H 0.35 -1.65 3.19
H -4.22 3.34 -0.17
H -1.15 -5.14 -7.51
H 2.00 4.10 9.43
H -6.26 -1.77 -4.66
H 0.50 -8.28 -0.67
H -0.63 -3.89 -6.30
H 0.88 1.33 -4.49
H -2.70 4.15 -4.77
H 1.88 5.58 -3.74
H -2.70 -7.78 -3.62
H 5.55 3.18 -1.47
H 1.04 3.84 7.97
H -2.55 -5.35 -3.83
H -2.30 2.14 8.27
H -0.32 0.80 5.81
H 0.77 -6.74 0.22
H -0.87 -1.03 4.24
H -2.34 -6.44 -2.01
H -2.05 -3.68 -7.40
H 2.32 3.10 6.20
H -1.20 1.99 4.13
H -1.52 5.26 -3.96
H 4.30 -1.56 0.06
H 2.19 -0.99 -0.41
H 3.22 1.01 -2.77
H -5.81 -0.80 0.33
H 0.11 3.87 -5.44
H -0.24 -2.59 4.58
H -5.11 4.39 -1.32
H 0.10 -1.01 -5.80
H -0.74 -0.01 -7.06
H -3.44 5.30 -2.74
H 4.14 0.48 2.94
H 1.62 1.64 6.78
H -5.31 2.66 -1.13
H 3.12 0.68 1.51
H 5.10 1.72 0.79
H 4.01 -1.33 6.34
H -0.33 -5.32 -1.42
H -4.41 5.30 4.47
H 5.77 -3.02 1.21
H -0.06 -5.57 -3.14
H 4.44 2.21 5.89
H 0.63 1.60 -6.23
H 5.58 2.11 2.38
H 2.46 -0.62 6.99
H -1.52 -7.20 -5.69
H 5.66 5.68 -1.80
H -0.35 3.54 -3.13
H 1.94 -2.58 5.69
H -0.14 -1.88 -0.52
H -3.02 3.48 3.63
H -0.19 -6.78 -4.75
H 0.92 -4.80 1.37
H 3.03 -5.22 1.95
H 2.86 7.46 -2.99
H -1.69 -1.03 -6.05
H 2.09 -7.58 -0.54
H -3.98 4.03 7.76
H -0.99 -4.71 -4.26
H 2.48 0.73 5.06
H 0.96 2.66 9.24
H -1.35 -7.83 -1.58
```

total charge = -1
Kohn-Sham gap = 5.05 eV
largest force on an atom = 13.5 eV Å⁻¹

ORCA calculation (ωB97M-V/def2-TZVPD) on a cluster of 2 separate species, C11H19NOSi in total.

Structure (XYZ):
```
33
Properties=species:S:1:pos:R:3
Si -2.61 0.59 0.06
O -1.99 -2.41 -2.53
N -2.61 -0.75 -1.03
C 2.75 -0.02 -0.11
C -2.27 0.03 1.94
C 3.66 0.36 0.97
C -4.41 1.10 0.03
C 3.50 -0.78 -1.20
C 0.77 -1.61 -0.41
C 1.99 1.22 -0.68
C 1.66 -0.90 0.48
C -0.76 -3.66 0.22
C -2.33 -1.59 -1.80
C -0.25 -2.54 0.08
H -1.74 1.65 -0.46
H -4.88 1.30 -0.93
H 3.54 -1.84 -1.06
H 3.06 -0.68 -2.22
H 1.41 -0.84 1.52
H 3.19 1.00 1.85
H -2.84 -0.89 2.02
H 4.63 0.95 0.78
H -2.84 0.67 2.53
H -4.51 2.12 0.34
H 1.40 0.98 -1.61
H 1.27 1.62 -0.02
H 4.50 -0.35 -1.20
H -1.44 -4.53 0.24
H -5.15 0.38 0.60
H 0.82 -1.46 -1.44
H 4.05 -0.49 1.58
H 2.75 2.01 -0.81
H -1.22 -0.08 2.14
```

total charge = 0
Kohn-Sham gap = 9.16 eV
energy above the lowest of the compared OMol25 structures with the same formula, charge and spin = 3.582 eV
largest force on an atom = 6.1 eV Å⁻¹
structure (SMILES) = C#C/C=C/C(C)(C)C.C[SiH](C)N=C=O

ORCA calculation (ωB97M-V/def2-TZVPD) on a structure of composition C35H39FN4O9S3Ti.

Structure (XYZ):
```
92
Properties=species:S:1:pos:R:3
Ti 0.88 -0.47 0.90
S -2.03 -4.67 1.53
S 1.83 -1.66 -1.83
S 1.87 -4.59 -1.06
F -2.79 4.78 2.64
O -0.59 -1.88 0.67
O -3.60 3.31 -3.09
O -4.98 2.05 -1.81
O 2.22 -3.56 -3.46
O 4.56 1.51 0.35
O -3.17 -5.19 2.34
O 2.85 0.12 0.69
O 0.67 1.31 1.82
O -2.75 -1.62 1.14
N 0.09 -0.87 3.09
N -0.43 0.37 -0.64
N 2.13 -2.35 1.39
N 2.00 4.72 -0.11
C -0.05 5.87 0.52
C 0.75 4.75 0.55
C -2.67 -4.39 -0.13
C 3.64 5.75 -1.68
C 2.07 -3.13 2.62
C -1.67 0.01 -0.27
C -1.02 -6.11 1.13
C -1.63 4.76 1.94
C 2.50 5.96 -0.70
C -1.83 -3.95 -1.14
C -1.72 -1.24 0.61
C -3.88 2.43 -2.24
C -0.88 3.60 1.95
C 3.37 1.29 0.51
C -4.32 -3.40 -3.95
C 2.75 -2.44 3.79
C 2.42 -0.96 3.96
C -0.27 1.38 -1.50
C 2.30 -4.91 -3.89
C -2.80 0.65 -0.74
C 2.78 3.59 -0.05
C 2.39 2.44 0.55
C -1.36 2.05 -2.03
C -3.74 -3.78 -2.61
C 2.00 -3.29 -2.15
C -4.02 -4.54 -0.33
C -4.55 -4.24 -1.58
C -2.65 1.70 -1.65
C 1.33 6.69 -1.37
C -1.26 5.88 1.25
C -2.38 -3.65 -2.37
C 0.29 7.06 -0.33
C 0.34 3.57 1.25
C 0.95 -0.67 4.26
C 1.13 2.39 1.21
H -3.97 -4.08 -4.73
H 3.84 -2.53 3.66
H -3.79 0.34 -0.45
H -0.30 -1.80 3.04
H -1.92 6.74 1.23
H 1.81 -2.95 0.62
H -0.77 -3.81 -0.97
H -0.61 7.43 -0.82
H 1.01 -3.33 2.84
H -1.23 2.86 -2.74
H 2.53 -4.12 2.48
H -5.41 -3.44 -3.93
H 3.16 -5.41 -3.43
H 0.61 -1.29 5.10
H 2.42 -4.85 -4.97
H -0.25 -5.82 0.41
H -4.02 -2.39 -4.23
H 3.35 5.04 -2.46
H 0.75 1.63 -1.76
H 2.70 -0.41 3.06
H 1.40 -5.46 -3.63
H 0.67 7.89 0.29
H 4.55 5.38 -1.20
H -0.70 -0.23 3.13
H -4.65 -4.86 0.49
H -1.66 -6.90 0.73
H -1.72 -3.28 -3.16
H 0.89 6.02 -2.11
H 3.08 -2.09 1.14
H 3.87 6.70 -2.15
H -0.55 -6.44 2.06
H -1.23 2.72 2.47
H 0.85 0.38 4.57
H 2.86 6.60 0.12
H 3.75 3.63 -0.52
H 1.71 7.57 -1.89
H 2.50 -2.99 4.70
H 3.03 -0.55 4.77
H -5.62 -4.33 -1.74
```

spin multiplicity = 3
total charge = -2
Kohn-Sham gap (spin up / spin down) = 4.53 / 7.14 eV
<S²> = 2.0350
energy above the lowest of the compared OMol25 structures with the same formula, charge and spin = 0.548 eV
largest force on an atom = 1.2 eV Å⁻¹

- Among the records above, which one has the highest largest force on an atom?
  C47H69F6N4O23S2Sr

- What is the total charge in the second record?
  0

- Among the records above, which one has the highest total charge?
  C21H31IMoN6O2STe